Record 1
Molecular formula: C7H15ClNOP
Method: DFT, ωB97M-V/def2-TZVPD

Geometry as XYZ:
```
26
Properties=species:S:1:pos:R:3:nbo_charge:R:1
C -4.1583 -1.1334 -0.1779 0.19
C 1.9913 -0.3555 1.6875 -0.64
C 2.9736 -0.1034 -0.6967 -0.62
C 0.4569 1.4749 -0.3416 -0.63
C -0.7440 -0.4506 0.4834 -0.45
C 1.7841 -0.6464 0.2038 -0.19
C 0.4793 -0.0481 -0.4309 -0.27
N -3.2207 0.6214 -1.9049 -1.27
O -3.9014 -2.1449 0.4092 -0.48
P -2.8957 0.2674 -0.4218 1.34
Cl -3.4338 1.5491 1.0462 -0.30
H -5.0865 -0.8696 -0.6559 0.15
H 2.9119 -0.9989 1.9229 0.21
H 2.2784 0.6808 1.7806 0.21
H 1.2290 -0.8106 2.3756 0.23
H 2.6487 0.7712 -1.3042 0.21
H 3.4622 -0.8485 -1.4753 0.22
H 3.6754 0.1162 0.0151 0.21
H 0.9679 1.9728 -1.2038 0.22
H 1.2255 1.6988 0.4314 0.21
H -0.5995 1.7160 -0.0986 0.22
H -0.9138 -1.5349 0.6534 0.22
H -0.7960 0.0662 1.4366 0.20
H 1.6858 -1.7021 0.0861 0.20
H 0.5448 -0.5495 -1.3496 0.22
H -2.5650 1.2614 -2.4707 0.40
```

Output
- highest occupied orbital energy (hartree) = -0.330
- LUMO energy (Ha) = 0.007
- energy above the lowest of the compared OMol25 structures with the same formula, charge and spin (kcal per mole) = 109.3
- charge = 0
- HOMO-LUMO gap (eV) = 9.16

Record 2
Molecular formula: C33H56N4O13
Method: DFT, ωB97M-V/def2-TZVPD

Geometry as XYZ:
```
106
Properties=species:S:1:pos:R:3:lowdin_charge:R:1
O -3.6101 1.0565 4.8578 0.07
C -3.4323 1.6093 3.7756 -0.57
O -3.6755 1.0733 2.6194 -0.01
C -4.0416 -0.2463 2.4707 -0.27
C -4.4545 -0.3661 1.0201 -0.09
C -3.0723 3.0380 3.7160 0.00
H -4.8650 -0.5992 3.0917 0.12
H -3.2134 -0.8841 2.7795 0.12
H -3.5880 -0.2629 0.3670 0.05
H -5.1395 0.4313 0.7319 0.07
H -4.8741 -1.3630 0.8848 0.07
H -3.2991 3.4862 4.6833 0.09
H -3.5819 3.5890 2.9257 0.06
H -2.0381 3.2405 3.4376 0.09
O 0.9072 4.4482 2.2817 0.08
C 1.7824 5.0077 1.6786 -0.50
O 1.7295 5.3800 0.3791 -0.01
C 0.4768 5.2074 -0.3303 -0.21
C 0.7893 4.4630 -1.5988 -0.09
C 3.1579 5.2981 2.3893 0.02
H 0.0666 6.1904 -0.5617 0.12
H -0.2442 4.5442 0.1476 0.10
H 1.0495 3.4313 -1.3626 0.05
H 1.5593 5.0024 -2.1504 0.08
H -0.0524 4.4102 -2.2894 0.07
H 2.9743 6.1690 3.0185 0.08
H 3.9048 5.5899 1.6510 0.07
H 3.4855 4.4098 2.9294 0.08
C 0.5352 0.8533 -3.3043 -0.08
C 1.6177 1.8985 -3.7126 -0.24
C 2.5744 1.3655 -4.8305 -0.17
C 3.2359 0.0664 -4.5944 -0.23
N 3.7229 -0.9251 -4.4270 0.17
H 0.0136 1.2117 -2.4168 0.05
H 0.8444 -0.1682 -3.0830 0.04
H -0.0838 0.7522 -4.1957 0.07
H 2.2626 2.2960 -2.9289 0.08
H 1.1716 2.7903 -4.1528 0.10
H 3.3497 2.1175 -4.9772 0.11
H 1.9611 1.1822 -5.7127 0.11
C 6.9016 -1.8055 -0.6302 -0.11
C 5.8464 -2.1971 -1.7331 -0.22
C 4.4146 -1.6295 -1.3117 -0.20
C 4.3282 -0.1468 -1.1926 -0.23
N 4.2559 1.0151 -1.0946 0.13
H 7.8436 -2.2347 -0.9713 0.06
H 6.6343 -2.2838 0.3121 0.07
H 7.0380 -0.7306 -0.5115 0.06
H 5.9463 -3.2650 -1.9272 0.10
H 6.1864 -1.7870 -2.6841 0.09
H 4.1301 -2.0889 -0.3650 0.09
H 3.6507 -1.8769 -2.0489 0.05
C 0.3751 1.3478 0.7645 -0.08
C -0.6032 0.1701 0.7237 -0.24
C 0.0466 -1.1696 0.9910 -0.16
C 0.7379 -1.6842 -0.2259 -0.19
N 1.3066 -2.0654 -1.1581 0.18
H 1.0182 1.2952 1.6430 0.08
H -0.2314 2.2128 1.0327 0.06
H 1.0747 1.4896 -0.0593 0.07
H -1.1824 0.1845 -0.1995 0.09
H -1.4093 0.3041 1.4450 0.09
H -0.7419 -1.9015 1.1661 0.08
H 0.7870 -1.1237 1.7896 0.11
C -3.9761 -0.8211 -3.0280 -0.13
C -3.0421 -1.8271 -3.6116 -0.28
C -1.9404 -2.3352 -2.7201 -0.17
C -2.3918 -2.7705 -1.3880 -0.20
N -2.8086 -3.0973 -0.3320 0.17
H -3.4799 0.1224 -2.8008 0.08
H -4.4664 -1.1855 -2.1253 0.07
H -4.8185 -0.6451 -3.6970 0.07
H -2.6903 -1.4143 -4.5571 0.11
H -3.7691 -2.5799 -3.9162 0.11
H -1.1609 -1.5886 -2.5683 0.09
H -1.4997 -3.2728 -3.0591 0.12
C -0.0360 -4.6747 0.8242 -0.16
C -0.7656 -5.7958 0.0995 -0.15
O 0.0049 -6.9123 0.4026 0.07
C 0.5284 -6.6989 1.6526 -0.45
O 1.1006 -7.5161 2.3842 0.11
O 0.4591 -5.3441 1.9376 0.02
H -0.7044 -3.8750 1.1430 0.10
H 0.7682 -4.2376 0.2323 0.12
H -0.7757 -5.5987 -0.9725 0.13
H -1.7526 -5.9348 0.5406 0.13
C -5.0631 4.0897 -0.7410 -0.30
C -4.1737 4.7137 0.3032 -0.25
O -2.9164 4.1990 -0.0339 0.03
C -2.9884 3.2411 -0.9629 -0.54
O -2.0815 2.4952 -1.3333 0.07
O -4.2992 3.0257 -1.2201 0.00
H -5.2087 4.7178 -1.6199 0.08
H -6.0096 3.7627 -0.3105 0.08
H -4.4590 4.3900 1.3041 0.09
H -4.2031 5.8021 0.2532 0.09
C 1.1368 -3.6909 4.5408 -0.06
C 2.1594 -4.7546 4.4908 -0.14
O 3.2493 -4.1283 3.8597 0.08
C 2.8486 -3.1609 3.0776 -0.65
O 3.4798 -2.7008 2.1861 0.16
O 1.7012 -2.7220 3.5606 0.07
H 1.1539 -3.3042 5.5598 0.13
H 0.1437 -4.0896 4.3338 0.13
H 1.9290 -5.6372 3.8941 0.11
H 2.5572 -5.0694 5.4556 0.14
```

Output
- highest occupied orbital energy (alpha / beta) (hartree) = 0.017 / -0.296
- LUMO energy (alpha / beta) (Ha) = 0.074 / 0.072
- charge = -1
- HOMO-LUMO gap (alpha / beta) (eV) = 1.56 / 10.02
- 2S+1 = 2
- <S²> = 0.750

Record 3
Molecular formula: C5H11N3O
Method: DFT, ωB97M-V/def2-TZVPD

Geometry as XYZ:
```
20
Properties=species:S:1:pos:R:3:nbo_charge:R:1
C -2.7206 0.2872 -0.3953 -0.41
N -1.7714 -0.8358 -0.1701 -0.61
C -1.2544 -0.8893 1.2296 0.11
N -1.4295 -1.6090 2.1537 -0.35
H -2.2106 -1.7347 -0.3669 0.41
H -2.1944 1.2097 -0.1631 0.24
H -3.5995 0.1785 0.2369 0.21
H -3.0043 0.2903 -1.4471 0.22
C 2.9394 0.5161 0.4187 -0.65
C 1.5468 0.4365 -0.1452 0.08
N 0.4831 0.9600 0.5323 -0.73
C 1.3027 -0.2255 -1.3522 0.25
O 0.1468 -0.5109 -1.8243 -0.68
H -0.8635 -0.6748 -0.9240 0.47
H 0.8023 1.4580 1.3626 0.37
H -0.2575 0.1200 1.0577 0.28
H 2.1690 -0.5870 -1.9159 0.14
H 3.6830 0.1849 -0.3071 0.22
H 3.0402 -0.1135 1.3095 0.22
H 3.1923 1.5395 0.7100 0.21
```

Output
- highest occupied orbital energy (alpha / beta) (hartree) = -0.258 / -0.278
- LUMO energy (alpha / beta) (Ha) = -0.029 / -0.003
- energy above the lowest of the compared OMol25 structures with the same formula, charge and spin (kcal per mole) = 109.1
- charge = 0
- HOMO-LUMO gap (alpha / beta) (eV) = 6.25 / 7.49

Record 4
Molecular formula: C8H9O3P
Method: DFT, ωB97M-V/def2-TZVPD

Geometry as XYZ:
```
21
Properties=species:S:1:pos:R:3:nbo_charge:R:1
C -2.1392 -1.9303 -0.1831 -0.20
C -1.4867 -1.3670 -1.2567 -0.22
C -1.8034 -1.5894 1.1561 -0.20
C -0.3490 -0.5629 -1.0721 -0.19
C -0.7913 -0.6820 1.3049 -0.18
C 0.0113 -0.2711 0.2436 -0.14
C 0.3394 2.1923 -0.2465 -0.65
C 0.8434 0.9411 0.5297 0.61
O 3.8813 -0.5251 -1.7117 -1.03
O 1.2316 1.0236 1.7973 -0.67
O 2.2963 0.7964 -0.3871 -0.95
P 2.9950 -0.6384 -0.5427 1.51
H -3.0799 -2.3888 -0.3353 0.22
H -1.6656 -1.8000 -2.3404 0.23
H -2.2321 -1.9314 2.1096 0.23
H 0.2080 -0.0399 -1.8973 0.23
H -0.6199 -0.1804 2.2067 0.22
H -0.7948 2.1988 -0.2156 0.22
H 0.6401 1.9425 -1.2617 0.25
H 0.7291 3.0931 0.1559 0.22
H 1.7865 1.7189 1.9464 0.49
```

Output
- highest occupied orbital energy (hartree) = -0.345
- LUMO energy (Ha) = 0.016
- structure (SMILES) = C[C@](O)(OP=O)c1ccccc1
- energy above the lowest of the compared OMol25 structures with the same formula, charge and spin (kcal per mole) = 0.0
- charge = 0
- HOMO-LUMO gap (eV) = 9.83

Record 5
Molecular formula: C2H5N2O2P
Method: DFT, ωB97M-V/def2-TZVPD

Geometry as XYZ:
```
12
Properties=species:S:1:pos:R:3:nbo_charge:R:1
C 1.5569 0.7560 -1.6285 0.25
C 0.4482 -0.1323 -1.4476 -0.34
N 2.5438 1.3323 -1.6898 -0.29
N 0.3125 -0.1928 0.0045 -0.88
O -1.4133 -1.5787 1.3561 -0.99
O -0.9589 0.6901 1.9678 -1.05
P -1.3280 -0.1590 0.6132 1.42
H -0.4708 0.3266 -1.7870 0.24
H 0.6408 -1.0893 -1.8355 0.24
H 0.9209 0.4095 0.5612 0.41
H -0.5932 -1.6591 1.7825 0.49
H -1.6588 1.2966 2.1032 0.49
```

Output
- highest occupied orbital energy (alpha / beta) (hartree) = -0.174 / -0.393
- LUMO energy (alpha / beta) (Ha) = 0.028 / -0.126
- energy above the lowest of the compared OMol25 structures with the same formula, charge and spin (kcal per mole) = 7.7
- charge = 0
- HOMO-LUMO gap (alpha / beta) (eV) = 5.50 / 7.26
- 2S+1 = 3
- <S²> = 2.005

Record 6
Molecular formula: C4H4O2
Method: DFT, ωB97M-V/def2-TZVPD

Geometry as XYZ:
```
10
Properties=species:S:1:pos:R:3:nbo_charge:R:1
O 1.2080 -1.9528 -0.9112 -0.69
C 0.1620 -1.6240 -0.0240 -0.14
C -0.2693 -0.2259 -0.1384 0.06
C -0.5052 0.9564 -0.0795 -0.15
C -0.6845 2.3434 0.3194 0.36
O -0.3974 2.7010 1.4389 -0.47
H 1.7897 -1.1802 -0.9789 0.47
H 0.4520 -1.7677 1.0283 0.20
H -0.6720 -2.3008 -0.2301 0.21
H -1.0834 3.0505 -0.4246 0.14
```

Output
- highest occupied orbital energy (hartree) = -0.385
- LUMO energy (Ha) = -0.005
- structure (SMILES) = O=CC#CCO
- energy above the lowest of the compared OMol25 structures with the same formula, charge and spin (kcal per mole) = 49.8
- charge = 0
- HOMO-LUMO gap (eV) = 10.34